ORCA calculation (wB97M-V/def2-TZVPD) on C45H32AsIN2O3PS6Y as an isolated structure at a distorted geometry.

For the HOMO energy, the calculation gives -0.028 Ha. The value obtained for the HOMO-LUMO gap is 4.36 eV. Its LUMO energy is 3.606 eV.

ORCA input file:
```
! wB97M-V def2-TZVPD RIJCOSX def2/J DEFGRID3
* xyz -2 1
Y -0.2539 -0.1173 0.6788
S -2.2694 1.7281 1.3781
C -1.0520 2.6650 2.2199
S 0.5997 2.4770 1.8074
C -1.3841 3.5810 3.2354
C -0.4211 4.1756 4.0627
N 0.2650 4.7635 4.8248
C -2.6530 3.9114 3.6549
N -3.7041 4.2638 4.0809
S -3.5820 -1.1095 -1.3137
S -3.3382 -2.2885 -2.8426
S -1.3975 -3.0874 -2.5599
S -0.1755 -1.6302 -1.9731
I -1.9668 1.5571 -2.5260
C -1.4364 3.5102 -3.1929
C -2.5653 4.2680 -3.4699
C -2.5019 5.3964 -4.3554
C -1.2992 5.7224 -4.9188
C -0.1168 4.9908 -4.6393
C 1.0593 5.3552 -5.2627
C 2.2442 4.6572 -5.0455
C 2.2605 3.6033 -4.1060
C 1.0856 3.2436 -3.4137
P 1.4405 2.0685 -2.0543
C 2.4678 0.8304 -2.8793
C 3.4275 0.1017 -2.1819
C 4.1481 -0.9237 -2.8051
C 3.7844 -1.2846 -4.1129
C 2.8219 -0.5676 -4.8176
C 2.1487 0.4500 -4.1814
C 2.6620 3.1070 -1.1457
C 2.1023 4.2522 -0.6204
C 2.7566 4.9989 0.3520
C 4.0520 4.6806 0.7632
C 4.6919 3.6385 0.1444
C 4.0022 2.8443 -0.7738
C -0.1698 3.9017 -3.7081
H -3.5238 4.0236 -3.0037
H -3.3924 5.9984 -4.5408
H -1.1477 6.5440 -5.5972
H 1.0468 6.1601 -5.9847
H 3.1155 4.8830 -5.6413
H 3.1968 3.0577 -3.9027
H 3.5562 0.2526 -1.1309
H 4.9652 -1.4136 -2.2654
H 4.3003 -2.1175 -4.5728
H 2.6716 -0.8083 -5.8889
H 1.3302 0.9499 -4.7087
H 1.1305 4.5605 -0.9850
H 2.1924 5.8163 0.7457
H 4.5581 5.2880 1.5127
H 5.7188 3.4108 0.3828
H 4.5524 2.0575 -1.2858
O -1.3071 -1.8063 1.2606
As -1.5973 -3.1876 2.3598
C -2.7077 -4.4883 1.5251
C -2.4962 -5.8729 1.6056
C -3.2598 -6.7319 0.8075
C -4.2545 -6.2170 -0.0296
C -4.5011 -4.8509 -0.0501
C -3.7534 -3.9820 0.7090
C 0.1211 -4.0405 2.4617
C 0.9526 -4.1139 3.5695
C 2.1996 -4.6898 3.4468
C 2.6044 -5.2424 2.2168
C 1.7682 -5.1605 1.1336
C 0.5543 -4.5014 1.2257
C -2.3969 -2.3528 3.8892
C -3.2293 -3.0936 4.7348
C -3.8831 -2.4410 5.7663
C -3.8136 -1.0737 5.9172
C -2.9382 -0.3444 5.1541
C -2.2681 -0.9777 4.1045
H -1.7293 -6.3190 2.2451
H -3.0494 -7.7765 0.8742
H -4.8594 -6.8144 -0.6896
H -5.2922 -4.4704 -0.6882
H -3.8012 -2.8992 0.5436
H 0.6403 -3.7385 4.5304
H 2.9403 -4.6368 4.2402
H 3.5527 -5.7368 2.1755
H 2.1106 -5.6275 0.2266
H -0.0770 -4.4153 0.3490
H -3.3506 -4.1805 4.5937
H -4.4551 -2.9822 6.5139
H -4.3966 -0.6305 6.6935
H -2.8086 0.7058 5.3557
H -1.7079 -0.3809 3.4278
O 1.2359 -0.8495 2.4882
C 2.1254 -0.8541 1.6043
O 1.9720 -0.4617 0.3693
H 3.1520 -1.1611 1.9033
*
```

***

ORCA calculation (wB97M-V/def2-TZVPD) on C45H32Br2Cl3F5N3Sb2Zn as an isolated structure at a distorted geometry.

For the HOMO energy (spin up / spin down), the calculation gives -0.252 / -0.252 Ha. The value obtained for the HOMO-LUMO gap (spin up / spin down) is 3.00 / 2.99 eV. Its LUMO energy (spin up / spin down) is -3.863 / -3.863 eV.

ORCA input file:
```
! wB97M-V def2-TZVPD RIJCOSX def2/J DEFGRID3
* xyz 1 1
Zn -1.0009 4.4497 -2.6985
Br -5.1023 6.0862 2.3709
C -3.8390 5.4572 1.0752
C -2.4642 5.4817 1.3459
C -1.6113 5.1428 0.3339
N -2.0546 4.8940 -0.9399
C -3.3342 5.0776 -1.2584
C -4.2730 5.3808 -0.2474
C -3.7036 5.0282 -2.6307
C -4.9210 5.5981 -3.0955
C -5.0035 5.8248 -4.4775
Br -6.3939 6.9253 -5.1172
C -4.1145 5.3091 -5.4129
C -3.0945 4.5522 -4.9004
N -2.8239 4.4938 -3.5438
H -1.9742 5.6277 2.3046
H -0.4972 5.3438 0.4270
H -5.3651 5.5149 -0.4442
H -5.5822 6.0598 -2.4091
H -4.2750 5.5671 -6.4897
H -2.4877 3.9283 -5.5266
C -0.9687 -1.2201 1.8497
C -0.9126 -2.2244 0.7499
C -0.4460 -1.7537 -0.6275
Sb 1.5426 -2.5512 -1.1300
C 2.3391 -4.1961 0.1000
C 1.4766 -5.1756 0.5743
C 1.9088 -6.4213 0.9695
C 3.2733 -6.6767 1.1291
C 4.1797 -5.7140 0.7361
C 3.7044 -4.4762 0.2186
C 2.8835 -0.9771 -0.4228
C 2.4732 0.2660 -0.8295
C 2.9775 1.4844 -0.3715
C 3.9318 1.4384 0.7032
C 4.3457 0.2023 1.1240
C 3.8856 -0.9919 0.5403
Sb 1.0155 -1.2111 2.7849
C 0.3413 -2.4416 4.4835
C -0.3513 -3.6328 4.2880
C -0.6799 -4.5313 5.3500
C -0.2245 -4.1589 6.6838
C 0.4889 -2.9579 6.8167
C 0.8220 -2.1613 5.7446
C 0.4770 0.6608 3.7016
C 1.2518 1.8152 3.5147
C 0.9787 3.0010 4.1560
C -0.1349 3.0735 5.0486
C -0.8928 1.9541 5.2929
C -0.5315 0.6873 4.6981
H -1.6561 -1.5569 2.6365
H -1.1496 -0.1771 1.5450
H -1.9280 -2.6329 0.5261
H -0.4228 -3.1582 1.1201
H -0.2188 -0.6954 -0.6402
H -1.0853 -2.1478 -1.4095
H 0.3816 -5.0611 0.3758
H 1.0756 -7.0472 1.2384
H 3.6128 -7.6000 1.6304
H 5.2785 -5.7079 0.8351
H 4.4400 -3.7637 -0.1052
H 1.6342 0.4528 -1.6175
H 2.5961 2.3491 -0.8285
H 4.4403 2.3246 1.0275
H 5.1053 0.0450 1.9689
H 4.3259 -1.8891 1.0042
H -0.3894 -4.0925 3.2562
H -1.0989 -5.5443 5.1855
H -0.3278 -4.7948 7.5889
H 0.9240 -2.8148 7.8257
H 1.2859 -1.1819 5.8724
H 2.0772 1.7275 2.7799
H 1.6090 3.8597 4.0070
H -0.3696 4.0490 5.5476
H -1.6733 1.9615 6.0118
H -1.1312 -0.1763 4.9505
Cl 2.2865 -3.3588 -5.8961
C 2.3415 -3.6057 -4.1320
Cl 4.0500 -3.6869 -3.3822
Cl 1.5393 -5.0472 -3.5849
C 1.6913 -2.4442 -3.4476
N 1.2513 -1.3652 -3.8546
F 2.0946 1.0067 -5.0786
C 0.8773 0.4791 -5.3749
C 0.4859 -0.8035 -4.8229
C -0.7467 -1.3778 -5.2433
F -0.9218 -2.6225 -4.9014
C -1.5623 -0.7526 -6.1467
F -2.7596 -1.3433 -6.5411
C -1.2330 0.5384 -6.6026
F -2.1944 1.3153 -7.0892
C -0.0113 1.0860 -6.2145
F 0.2364 2.4023 -6.5628
*
```

***

ORCA calculation (wB97M-V/def2-TZVPD) on C45H32F9N4O5PRuS as an isolated structure at a distorted geometry.

For the HOMO energy (spin up / spin down), the calculation gives -0.143 / -0.201 Ha. The expectation value of S² is 8.78. The value obtained for the HOMO-LUMO gap (spin up / spin down) is 5.32 / 6.83 eV. Its LUMO energy (spin up / spin down) is 1.423 / 1.362 eV.

ORCA input file:
```
! wB97M-V def2-TZVPD RIJCOSX def2/J DEFGRID3
* xyz -1 6
Ru -10.3001 5.4470 19.4428
C -15.2209 8.7021 18.8080
C -14.8930 7.3591 18.7093
C -13.5712 6.9943 18.8107
C -12.5504 7.9444 19.0951
C -12.9203 9.3033 19.1702
C -14.2377 9.6956 18.9241
N -11.2615 7.5657 19.3708
N -10.5003 8.5246 19.8930
C -9.1811 8.2851 19.9086
C -8.4869 8.5790 21.1558
C -7.1316 8.3109 21.3225
C -6.4337 7.7638 20.2007
C -7.0810 7.5010 19.0196
C -8.4704 7.6915 18.8461
H -16.2688 9.0520 18.6911
H -15.6436 6.5694 18.5245
H -13.2599 5.9436 18.7614
H -12.1350 10.0625 19.1421
H -14.5369 10.7242 18.8050
H -9.1078 8.9595 21.9162
H -6.5096 8.5841 22.1648
H -5.4044 7.5593 20.3053
H -6.5664 7.1110 18.1172
C -14.4298 3.5815 20.2507
C -14.5406 3.5820 21.6908
C -13.4480 3.8217 22.4594
C -12.2687 4.2542 21.8821
N -12.1731 4.2876 20.5558
C -13.1808 3.8976 19.7592
C -11.0750 4.7219 22.6800
C -11.1175 4.5944 24.1046
C -9.9783 4.9511 24.8043
C -8.8776 5.4901 24.1677
C -8.9510 5.6322 22.7392
N -10.0065 5.1708 22.0393
H -15.1884 3.2994 19.5222
H -15.4430 3.0972 22.1499
H -13.4948 3.6288 23.5259
H -13.0369 3.8756 18.6860
H -11.9249 4.2581 24.6693
H -9.9020 4.9020 25.8881
H -7.9849 5.7311 24.7274
H -8.1677 6.1444 22.2354
O -9.0245 2.0111 19.2803
S -9.2564 2.9196 18.1809
O -10.7010 3.1251 17.8648
O -8.8176 4.4406 18.5696
O -8.4945 2.6352 16.9919
C -8.3319 6.8417 16.4189
C -9.0005 7.6894 17.4473
O -9.9217 8.4296 17.0387
H -9.1245 6.3739 15.8314
H -7.6658 6.0452 16.7994
H -7.8135 7.5667 15.7802
F -18.2878 2.3258 15.5631
C -17.9516 3.2294 14.5859
F -18.0785 2.4987 13.4155
F -18.9028 4.1485 14.5523
C -16.5706 3.8474 14.7933
C -15.4996 3.2104 14.1934
C -14.2314 3.7881 14.1383
C -14.0101 5.0235 14.7124
C -15.1130 5.6777 15.2787
C -16.3980 5.1098 15.3318
P -12.3512 5.6584 15.0250
C -11.4245 4.6980 13.8415
C -10.2512 4.2044 14.3655
C -9.3921 3.4608 13.6393
C -9.7469 3.1809 12.3422
C -10.9175 3.6199 11.7724
C -11.8088 4.3506 12.5716
C -8.6977 2.7406 11.4248
F -7.6375 2.1030 11.9373
F -9.2547 1.9589 10.4911
F -8.1493 3.8365 10.7478
C -12.3140 7.2803 14.1787
C -13.3793 8.0708 13.8903
C -13.2091 9.3825 13.5244
C -11.9791 9.8768 13.2634
C -10.8841 9.0630 13.3907
C -11.0285 7.7627 13.9033
C -11.7666 11.2818 12.9040
F -12.2295 11.6549 11.6935
F -12.3266 12.1034 13.8689
F -10.4498 11.5531 12.8336
H -15.7838 2.2361 13.7241
H -13.3896 3.2115 13.8117
H -15.1140 6.7053 15.6182
H -17.2577 5.6699 15.7423
H -9.9736 4.3734 15.4290
H -8.5242 2.9858 14.0946
H -11.0362 3.5444 10.7231
H -12.7775 4.6564 12.1533
H -14.4098 7.7129 14.0405
H -14.0847 9.9665 13.4933
H -9.9229 9.3323 13.1229
H -10.2378 7.0644 14.0784
*
```

***

ORCA calculation (wB97M-V/def2-TZVPD) on C45H33Br2Cl5N11O4Y as an isolated structure at a distorted geometry.

For the HOMO energy, the calculation gives -0.259 Ha. The value obtained for the HOMO-LUMO gap is 5.57 eV. Its LUMO energy is -1.482 eV.

ORCA input file:
```
! wB97M-V def2-TZVPD RIJCOSX def2/J DEFGRID3
* xyz 0 1
Y 0.1513 -0.0892 -0.1739
O -7.1155 -1.2810 1.3887
C -6.7271 -0.7168 0.3582
O -7.2746 -0.4073 -0.7128
C -5.1983 -0.3411 0.3736
C -4.7484 0.7728 -0.3226
C -3.3942 1.0435 -0.3612
N -2.4696 0.2389 0.1758
C -2.9198 -0.8075 0.8908
C -4.2608 -1.1094 1.0477
C -1.8383 -1.6763 1.5054
O -1.9806 -2.1461 2.6181
O -0.8044 -1.8132 0.7372
H -5.4592 1.3976 -0.8459
H -3.0360 1.9394 -0.8473
H -4.5677 -1.9404 1.6684
Cl 3.1307 1.7720 0.7764
C 1.9851 2.7582 -0.0728
C 0.8563 2.1228 -0.5939
C 0.1328 2.9195 -1.4792
Cl -1.0987 2.1040 -2.3885
C 0.3969 4.2604 -1.7409
Cl -0.5621 5.1526 -2.8582
C 1.4696 4.8700 -1.0931
Cl 1.7967 6.5369 -1.3384
C 2.2994 4.0995 -0.2805
Cl 3.7058 4.7996 0.4208
Br 1.9022 -7.0191 -3.5769
C 1.8734 -5.5434 -2.3872
C 0.7042 -4.8116 -2.2480
C 0.6800 -3.7223 -1.3988
C 1.8137 -3.3646 -0.6728
C 2.9788 -4.1203 -0.8194
C 3.0132 -5.2069 -1.6774
N 1.7508 -2.2249 0.1648
C 2.2727 -2.3402 1.3182
C 2.2733 -1.2977 2.3320
C 3.1254 -1.4484 3.4232
C 3.1276 -0.4997 4.4263
C 2.2587 0.5711 4.3051
C 1.4629 0.6565 3.1747
N 1.4511 -0.2452 2.1957
H -0.1829 -5.1003 -2.7959
H -0.2322 -3.1705 -1.2382
H 3.8795 -3.8259 -0.2944
H 3.9211 -5.7810 -1.7996
H 2.7171 -3.2871 1.6268
H 3.7818 -2.3082 3.4637
H 3.7875 -0.5900 5.2782
H 2.2008 1.3396 5.0623
H 0.8206 1.5117 3.0417
C 4.1827 1.7243 -4.6091
N 3.5722 0.7973 -3.6750
C 3.8654 -0.5334 -3.5318
C 3.0406 -0.9964 -2.5499
N 2.2423 0.0232 -2.0908
C 2.5948 1.0821 -2.7936
H 4.8451 1.1746 -5.2718
H 4.7626 2.4811 -4.0828
H 3.4180 2.2165 -5.2078
H 4.6137 -1.0308 -4.1247
H 2.9731 -1.9974 -2.1694
H 2.1746 2.0713 -2.7014
C 0.1849 -0.4704 -4.5052
C -0.8337 -1.1945 -3.6957
N -1.0732 -1.0646 -2.4036
C -2.1315 -1.9135 -2.1232
C -2.5171 -2.5594 -3.2475
N -1.6874 -2.0969 -4.2465
C -1.7590 -2.5228 -5.6225
N -3.0400 -2.2132 -6.1888
N -3.6825 -3.1525 -6.9302
N -4.7711 -2.6675 -7.3688
C -4.8988 -1.3690 -6.9236
C -5.9132 -0.4281 -7.1066
C -5.7575 0.7948 -6.4954
C -4.6267 1.0874 -5.7128
C -3.6124 0.1753 -5.5238
C -3.7690 -1.0596 -6.1529
H 0.5101 0.4107 -3.9668
H -0.2326 -0.1485 -5.4602
H 1.0546 -1.1041 -4.6974
H -2.5546 -2.0020 -1.1394
H -3.3029 -3.2724 -3.4312
H -1.6512 -3.6044 -5.6951
H -0.9538 -2.0453 -6.1787
H -6.7881 -0.6671 -7.6953
H -6.5241 1.5495 -6.6045
H -4.5618 2.0531 -5.2287
H -2.7587 0.4026 -4.8980
Br -2.9836 4.4815 5.2872
C -2.2269 3.4190 3.9197
C -1.6391 4.0201 2.8206
C -1.0807 3.1957 1.8565
N -1.0785 1.8662 1.9283
C -1.6595 1.3091 2.9960
C -2.2486 2.0386 4.0148
H -1.6088 5.0947 2.7150
H -0.6041 3.6338 0.9860
H -1.6554 0.2271 3.0565
H -2.7062 1.5331 4.8530
*
```

***

Computed values of calculated total energy (unit: Ha) for the preceding records, in sequence: -7371.72603, -11185.43123, -4062.47669, -10125.37846.
Computed values of energy above the lowest of the compared OMol25 structures with the same formula, charge and spin (unit: kcal/mol) for the preceding records, in sequence: 0.0, 97.8, 48.1, 28.4.